1.
This record from the OMol25 dataset describes a structure of composition C30H55B6F24N10Zn2. The level of theory is the ωB97M-V functional and the def2-TZVPD basis.

```
! RIJCOSX wB97M-V def2-TZVPD def2/J DEFGRID3
* xyz 3 1
Zn 5.0124 2.4626 -0.8694
Zn 2.1159 2.7399 4.6322
F 1.9474 0.3976 2.2049
F -0.0157 1.0986 5.7229
F 6.7938 0.2073 0.1096
F 0.0705 4.8628 0.1876
F 4.9599 2.9325 -5.0008
F 5.3114 3.3352 2.4099
F 2.2161 4.5056 0.5772
F 5.0440 1.2543 -3.5280
F 1.9799 -1.5314 1.0544
F 3.2102 1.5101 -4.7827
F 0.6057 0.0975 0.4198
F 2.7203 0.2597 0.0349
F 0.6355 4.0967 2.2127
F 4.8894 2.4564 4.3646
F -0.0727 1.0308 7.9651
F 4.3024 4.4864 3.9346
F 8.3375 -0.6738 -1.3066
F 3.7822 3.0560 -3.2424
F 1.2756 6.1897 1.5881
F 6.5585 4.0593 4.2031
F 8.9755 0.6108 0.5262
F 7.8260 1.5721 -1.0696
F 1.8999 0.8641 6.6987
F 0.6190 -0.8404 6.7926
N -4.5654 5.2183 -5.6111
N 5.9229 -6.3631 1.5663
N -4.9888 -1.1518 5.8860
N 4.9681 -4.6632 -4.9705
N -2.8305 4.0676 -4.8575
N 5.8185 -4.6360 3.0647
N -6.4473 3.3111 -0.2388
N 3.0465 -3.7567 -4.0798
N -4.1252 -2.4955 4.4059
N -8.4394 4.0641 -1.0249
C -7.6808 2.9143 -0.8069
C -3.9172 -1.9045 5.6005
C -1.9936 2.9487 -4.6372
C -5.0206 -0.2731 7.0291
C 5.3599 -3.7253 4.1013
C -5.5465 2.3666 0.4088
C -4.6397 2.9799 1.5650
C 4.0799 -3.6501 -3.1779
C -6.4308 4.6968 -0.3048
C -2.4252 5.3779 -4.8120
C 5.6166 -7.6010 0.9489
C 6.9382 -4.5436 2.3235
C 3.6465 -4.3464 -5.1871
C -2.0891 -3.0584 3.2193
C -3.3852 -3.6065 3.8565
C 7.0355 -5.6111 1.5125
C -4.1348 3.9822 -5.2863
C -5.9360 5.5956 -6.1192
C -5.3509 -2.0854 3.9584
C 0.9292 -3.9362 -2.9491
C 5.9472 -5.3064 -5.8336
C -6.3099 4.9738 -7.4846
C 5.1188 -5.7676 2.5477
C 5.3015 -4.0574 -3.7608
C -5.9099 -1.2805 4.8887
C -3.4997 6.0655 -5.3613
C -7.6170 5.1219 -0.8220
C 5.5588 -4.3285 5.5089
C -9.7796 4.0353 -1.4121
C 1.7951 -3.1245 -3.9043
B 1.0396 4.8993 1.1155
B 1.7923 -0.1799 0.9521
B 0.5963 0.5405 6.8265
B 5.3310 3.6120 3.6957
B 4.2396 2.1474 -4.1542
B 7.9930 0.3679 -0.4350
H -10.3833 4.1177 -0.5083
H 5.8177 -2.7485 3.9451
H -4.5936 3.0632 -5.6198
H 0.7742 -4.9075 -3.4188
H -3.8463 2.2898 1.8522
H -7.3906 5.1130 -7.5128
H -5.7694 -2.5203 3.0628
H 1.9086 -2.1019 -3.5447
H -6.1411 1.5943 0.8967
H -6.8920 -0.8416 4.9847
H -6.6023 5.1809 -5.3628
H 1.2436 -3.0288 -4.8397
H -3.6594 7.1269 -5.4806
H 7.5751 -3.6945 2.5230
H 6.5946 -4.4477 5.8269
H -1.4213 5.6407 -4.5128
H -5.2561 3.2160 2.4324
H -3.9869 -3.9551 3.0172
H 3.9286 -3.2233 -2.1974
H -10.1173 3.1815 -1.9995
H 1.3131 -4.1064 -1.9432
H -6.0916 3.9071 -7.5343
H -8.0406 1.8964 -0.8361
H -4.8917 1.9626 -0.3633
H -5.8354 5.4924 -8.3177
H -2.3780 2.3203 -3.8338
H -1.4283 -2.5894 3.9483
H -5.4971 0.6795 6.7974
H 3.1750 -4.6792 -6.1000
H -0.0045 -3.3896 -2.8170
H 6.4572 -7.8274 0.2929
H 4.2290 -6.2559 2.9167
H -2.2583 -2.2765 2.4789
H 5.5712 -8.4078 1.6803
H 7.7294 -5.8629 0.7242
H 7.0023 -5.2584 -5.5642
H -5.9902 6.6721 -6.2817
H -3.0218 -2.0116 6.1947
H -10.0205 4.9440 -1.9639
H -4.0758 0.1366 7.3863
H 5.7714 -6.3817 -5.8049
H 6.3004 -4.0046 -3.3537
H 5.0611 -3.6635 6.2148
H -8.0650 6.1007 -0.9092
H 5.7393 -5.0373 -6.8692
H 4.3196 -3.4875 3.8795
H -5.5736 5.2467 0.0547
H -1.0677 3.4039 -4.2856
H 4.6369 -7.5377 0.4753
H 5.0754 -5.2900 5.6817
H -5.5334 -0.8684 7.7845
H -4.1043 3.9132 1.3909
H -1.7022 2.4656 -5.5699
H -3.1770 -4.3788 4.5970
H -1.4200 -3.7558 2.7152
*
```

## Properties
HOMO: -0.5485 Eh

=====

2.
This record from the OMol25 dataset describes the ion C26H32NO3S with charge +1. The level of theory is the ωB97M-V functional and the def2-TZVPD basis.

```
! RIJCOSX wB97M-V def2-TZVPD def2/J DEFGRID3
* xyz 1 1
S 0.5439 2.1427 -1.8565
O 3.2537 -0.2726 0.7128
O -0.4005 0.4745 0.0710
O -1.6465 1.8576 1.3031
N 2.8827 1.7013 -1.0440
C -2.7739 0.0460 0.2711
C 7.7116 -2.4671 0.2591
C 4.2232 -0.0615 0.0272
C -5.0067 -0.7893 -1.4195
C 4.2034 1.1337 -0.9691
C -4.4313 -1.4680 1.3630
C -3.9037 1.0179 -0.0908
C -5.1952 0.2263 -0.2940
C 0.0497 3.4916 0.5602
C 5.4535 -0.8537 0.0653
C -3.6907 -2.7829 -2.1915
C 7.7346 -1.3292 -0.5352
C 5.4442 -2.0007 0.8690
C -1.4826 0.7850 0.5136
C -4.2413 -2.4849 0.2391
C 1.0151 2.7719 -0.3182
C -0.4911 2.5851 1.6879
C -3.8822 -1.7676 -1.0658
C 3.0773 2.8084 1.1798
C -3.1358 -0.6867 1.5754
C -5.5566 -0.5016 0.9993
C -2.5887 -0.9754 -0.8531
C 2.0629 1.4654 -2.0584
C 6.6169 -0.5245 -0.6376
C 6.5642 -2.8013 0.9621
C 2.3096 2.4373 -0.0367
H 3.3049 1.9202 1.7673
H 8.5896 -3.0903 0.3295
H -5.9990 0.9205 -0.5602
H -3.4483 -3.1877 0.5037
H -0.7970 3.8500 -0.0273
H 4.9140 1.8871 -0.6207
H 2.4984 3.4863 1.7981
H -6.4890 -1.0523 0.8661
H -4.6831 -1.9921 2.2906
H -2.8903 -3.4783 -1.9487
H -1.7704 -1.6519 -0.5989
H -3.6484 1.5545 -1.0085
H -5.7062 0.2195 1.8055
H -3.2609 0.0398 2.3807
H 4.4991 0.7859 -1.9595
H -2.3143 -0.4572 -1.7758
H -4.7671 -0.2720 -2.3516
H -4.6030 -3.3533 -2.3473
H 0.5385 4.3556 1.0135
H 4.5407 -2.2434 1.4074
H -4.0338 1.7495 0.7079
H -5.1606 -3.0567 0.1018
H 2.3482 0.8907 -2.9191
H -3.4391 -2.2808 -3.1233
H -0.8222 3.1990 2.5265
H 0.2863 1.8866 2.0156
H 8.6309 -1.0699 -1.0771
H -2.3272 -1.3683 1.8495
H 4.0142 3.2973 0.9153
H 6.6655 0.3585 -1.2558
H -5.9356 -1.3405 -1.5756
H 6.5452 -3.6842 1.5816
*
```

## Properties
HOMO: -0.4464 Eh
Relative energy (zero: lowest compared OMol25 entry of this formula, charge and spin): 0.0 kJ/mol

=====

3.
This record from the OMol25 dataset describes the ion C5H15N2 with charge +1. The level of theory is the ωB97M-V functional and the def2-TZVPD basis.

```
! RIJCOSX wB97M-V def2-TZVPD def2/J DEFGRID3
* xyz 1 1
N 0.9250 0.3652 1.6856
N 1.3569 -0.9735 -1.0648
C 0.0120 -0.1054 -0.6048
C -1.6932 -0.0340 1.2358
C -0.2589 -0.4044 0.9224
C -2.2477 1.1730 0.3326
C 1.7708 -0.3283 -2.3690
H -1.5898 1.7464 -0.3099
H 2.5001 0.4367 -2.2470
H -0.0927 -1.4325 1.0996
H -2.4318 -0.8764 1.2641
H -1.7546 0.2684 2.3261
H 0.5078 0.8231 -0.7204
H 1.2473 -1.9664 -1.1227
H 1.1157 0.4190 -3.0218
H 0.6818 0.8181 2.4907
H -0.6906 -0.2863 -1.4239
H 1.3893 1.1430 1.0602
H 1.6452 -0.2834 2.0103
H 1.9179 -1.0002 -3.1256
H -2.8532 0.8210 -0.6145
H -3.0639 1.8220 0.8871
*
```

## Properties
SMILES: CC[C@H]([NH3+])CNC
HOMO: -0.4718 Eh
Relative energy (zero: lowest compared OMol25 entry of this formula, charge and spin): 364.8 kJ/mol

=====

4.
This record from the OMol25 dataset describes a structure of composition C4H8NO2. The level of theory is the ωB97M-V functional and the def2-TZVPD basis.

```
! RIJCOSX wB97M-V def2-TZVPD def2/J DEFGRID3
* xyz -1 1
O 4.2265 0.7716 0.3565
O 2.4890 -0.8373 -0.0530
N -2.8833 -0.1156 -0.1481
C -1.4939 -0.2684 0.0946
C -0.7469 0.5685 1.0691
C 3.1091 0.2834 -0.0598
C -0.6274 -0.7653 -1.0332
H 2.4868 1.0818 -0.5388
H -0.5478 1.5449 0.5460
H 0.3748 -1.1275 -0.9125
H -3.4018 -0.9517 0.0466
H -1.0921 0.8003 2.0858
H 0.2637 0.1174 1.2042
H -0.9136 0.3524 -1.0029
H -1.2433 -1.4544 -1.6545
*
```

## Properties
HOMO: -0.1522 Eh
Relative energy (zero: lowest compared OMol25 entry of this formula, charge and spin): 448.2 kJ/mol

=====

| no. | orbital gap (eV) |
| --- | --- |
| 1 | 5.44 |
| 2 | 8.92 |
| 3 | 9.32 |
| 4 | 7.54 |